Entry a
Computed, not measured: a cluster of 2 separate species, C2H6N2O4 in total, with the ωB97M-V functional and the def2-TZVPD basis.

Element x y z (Å)
C 1.22 -2.19 0.96
N 0.25 -1.70 1.97
O -0.95 -2.05 1.91
O 0.62 -1.04 2.94
H 1.01 -3.27 0.96
H 2.18 -1.86 1.06
H 0.74 -1.88 0.04
C -1.16 2.53 -1.72
N -0.23 1.37 -1.11
O -0.88 0.60 -0.37
O 0.99 1.59 -1.08
H -0.60 2.70 -2.58
H -1.23 3.23 -0.99
H -1.97 1.97 -2.00

Calculated values
HOMO (eV): -10.5289
Orbital gap (eV): 10.10

***

Entry b
Computed, not measured: an isolated molecule of C2H6N2O4, with the ωB97M-V functional and the def2-TZVPD basis.

Element x y z (Å)
C -0.46 0.74 -1.25
O -1.04 0.39 0.02
C -0.39 -0.50 0.90
N 0.98 0.03 1.08
O -0.31 -1.89 0.44
N -1.21 -0.60 2.24
O -1.03 0.24 3.08
O -1.99 -1.54 2.32
H 0.02 -0.32 -1.49
H 0.29 1.51 -1.05
H -1.33 0.88 -1.93
H 1.67 -0.80 1.26
H 1.11 0.60 1.94
H -0.93 -2.39 1.00

Calculated values
HOMO (eV): -10.7372
Orbital gap (eV): 10.52

***

Entry c
Computed, not measured: an isolated molecule of C2H6N2O4, with the ωB97M-V functional and the def2-TZVPD basis.

Element x y z (Å)
O -0.62 1.14 -0.96
C 0.01 0.39 -0.24
N -0.13 -0.53 0.68
C -1.45 -0.94 1.13
O -2.31 -1.34 0.08
N 1.57 0.32 -0.30
O 2.03 -0.09 -1.55
O 2.18 1.51 0.11
H -1.89 -0.13 1.72
H -1.32 -1.81 1.77
H -2.50 -0.56 -0.46
H 1.25 -0.55 0.56
H 1.48 0.40 -2.19
H 1.69 2.21 -0.36

Calculated values
HOMO (eV): -10.1734
Orbital gap (eV): 10.65

***

The most stable of them is entry b.

***

Entry a
Computed, not measured: a cluster of 2 separate species, C4H8NO3 in total, with the ωB97M-V functional and the def2-TZVPD basis.

Element x y z (Å)
C -0.80 -2.87 -1.11
C -1.06 -1.73 -2.09
O -1.82 -1.87 -3.04
N -0.56 -0.51 -1.77
H -0.39 -2.46 -0.21
H 0.03 -3.46 -1.52
H -0.93 0.32 -2.20
H 0.10 -0.40 -1.02
H -1.69 -3.47 -1.20
C 1.29 1.90 1.64
C 0.60 2.93 2.58
O 1.08 2.98 3.74
O -0.31 3.62 2.07
H 2.24 1.53 2.03
H 1.59 2.43 0.73
H 0.64 1.06 1.37

Calculated values
HOMO (eV): -3.9786
Net charge: -1
Orbital gap (eV): 6.90

***

Entry b
Computed, not measured: a cluster of 2 separate species, C4H8NO3 in total, with the ωB97M-V functional and the def2-TZVPD basis.

Element x y z (Å)
C 1.65 -0.51 0.30
C 0.67 -1.05 -0.64
C 0.67 0.68 0.68
C -0.28 0.13 -0.51
N -1.99 -0.52 0.74
O -2.83 0.59 0.45
O 1.23 1.97 0.39
O -0.86 0.86 -1.37
H 1.83 -0.99 1.22
H 2.63 -0.28 0.03
H 0.96 -1.26 -1.67
H 0.21 -2.12 -0.45
H 0.29 0.72 1.69
H -2.35 -1.18 0.11
H 0.85 2.33 -0.48
H -2.68 0.63 -0.50

Calculated values
HOMO (alpha / beta) (eV): -2.6072 / -2.6077
Net charge: -1
Orbital gap (alpha / beta) (eV): 6.73 / 6.74

***

The most stable of them is entry a.

***

Entry a
Computed, not measured: a cluster of 2 separate species, C4H8NO3 in total, with the ωB97M-V functional and the def2-TZVPD basis.

Element x y z (Å)
C -0.19 -2.62 1.33
C 0.56 -2.17 0.06
O 0.70 -3.01 -0.84
O 0.90 -0.95 0.04
H -0.58 -3.63 1.19
H -1.10 -2.01 1.47
H 0.39 -2.38 2.22
C 0.65 2.32 -1.30
C -0.59 2.06 -0.51
O -1.56 2.81 -0.68
N -0.59 1.15 0.49
H 0.53 3.21 -1.92
H 0.84 1.54 -2.05
H -1.54 1.02 0.81
H 0.03 0.29 0.39
H 1.55 2.39 -0.69

Calculated values
HOMO (eV): -4.8340
Net charge: -1
Orbital gap (eV): 8.78

***

Entry b
Computed, not measured: a cluster of 2 separate species, C4H8NO3 in total, with the ωB97M-V functional and the def2-TZVPD basis.

Element x y z (Å)
C 1.72 1.01 -0.46
C 2.38 -0.13 0.28
O 3.56 -0.06 0.64
N 1.58 -1.17 0.51
H 2.04 -1.97 0.92
H 0.57 -1.14 0.28
H 0.71 1.18 -0.08
H 1.68 0.83 -1.53
H 2.33 1.89 -0.32
C -2.79 0.45 -0.01
C -1.79 -0.73 -0.07
O -1.04 -0.83 0.95
O -1.75 -1.44 -1.08
H -3.72 0.08 -0.46
H -2.46 1.31 -0.59
H -3.02 0.72 1.01

Calculated values
HOMO (eV): -4.7090
Net charge: -1
Orbital gap (eV): 8.67

***

The most stable of them is entry b.

***

Entry a
Computed, not measured: an isolated molecule of C3H6O, with the ωB97M-V functional and the def2-TZVPD basis.

Element x y z (Å)
C -1.17 0.26 0.15
C 0.09 -0.54 -0.13
C 1.40 0.25 -0.03
O 1.48 1.44 0.14
H -1.07 0.98 0.96
H -1.99 -0.44 0.38
H -1.46 0.81 -0.75
H 0.23 -1.40 0.55
H 0.05 -0.97 -1.13
H 2.33 -0.36 -0.08

Calculated values
HOMO (eV): -9.8598
Orbital gap (eV): 10.91

***

Entry b
Computed, not measured: an isolated molecule of C3H6O, with the ωB97M-V functional and the def2-TZVPD basis.

Element x y z (Å)
C -1.52 0.29 0.34
C 0.48 -0.42 0.68
O -0.21 0.73 0.72
C 1.49 -0.28 -0.41
H -2.02 1.21 0.08
H -1.47 -0.35 -0.56
H -2.01 -0.27 1.14
H 1.38 -1.18 -1.04
H 1.39 0.63 -1.01
H 2.48 -0.35 0.05

Calculated values
HOMO (eV): -8.2212
Orbital gap (eV): 8.81

***

Entry c
Computed, not measured: an isolated molecule of C3H6O, with the ωB97M-V functional and the def2-TZVPD basis.

Element x y z (Å)
O 1.59 0.31 0.45
C 0.24 0.51 0.27
C -0.61 -0.09 -0.81
C -0.53 -0.56 0.63
H 2.09 0.48 -0.41
H 0.00 1.55 0.37
H -0.05 -0.71 -1.56
H -1.46 0.52 -1.14
H -1.43 -0.64 1.38
H 0.15 -1.36 0.82

Calculated values
HOMO (eV): -9.7046
Orbital gap (eV): 10.73

***

Entry d
Computed, not measured: a structure of composition C3H6O, with the ωB97M-V functional and the def2-TZVPD basis.

Element x y z (Å)
C -1.51 -0.12 -0.14
C -0.08 -0.08 0.48
C 1.03 -0.55 -0.11
H -1.76 -0.93 -0.44
H -1.83 0.83 -0.85
H -2.31 0.19 0.50
H -0.08 0.11 1.53
H 1.71 -1.02 0.60
H 0.94 -0.97 -1.42
O 0.84 0.79 -0.16

Calculated values
HOMO (eV): -10.1257
Orbital gap (eV): 11.30

***

The most stable of them is entry a.

***

Entry a
Computed, not measured: an isolated molecule of C3H6O, with the ωB97M-V functional and the def2-TZVPD basis.

Element x y z (Å)
O 0.46 1.67 0.59
C 0.20 0.32 0.67
C -1.04 -0.41 -0.34
C 0.50 -0.69 -0.38
H 0.85 1.84 -0.33
H 0.00 0.10 1.73
H -1.42 0.24 -1.15
H -1.55 -1.06 0.36
H 0.95 -1.50 0.22
H 1.04 -0.51 -1.38

Calculated values
HOMO (eV): -8.2719
Orbital gap (eV): 9.30

***

Entry b
Computed, not measured: an isolated molecule of C3H6O, with the ωB97M-V functional and the def2-TZVPD basis.

Element x y z (Å)
O -1.54 0.05 -0.76
C -0.25 -0.43 -0.63
C 0.13 -0.64 0.97
C 0.76 0.54 -0.31
H -1.59 0.95 -0.39
H -0.09 -1.28 -1.27
H 0.89 -0.52 1.74
H -0.85 -0.55 1.46
H 1.77 0.26 -0.64
H 0.58 1.62 -0.35

Calculated values
HOMO (eV): -8.4855
Orbital gap (eV): 9.51

***

Entry c
Computed, not measured: an isolated molecule of C3H6O, with the ωB97M-V functional and the def2-TZVPD basis.

Element x y z (Å)
C -0.85 0.77 0.58
C 0.15 -0.39 0.30
C 0.79 -0.58 -0.96
O 1.47 -0.20 0.24
H -0.71 1.63 -0.12
H -0.56 1.03 1.57
H -1.92 0.32 0.67
H -0.21 -1.27 0.79
H 0.74 0.25 -1.64
H 1.12 -1.55 -1.45

Calculated values
HOMO (eV): -10.2500
Orbital gap (eV): 11.43

***

The most stable of them is entry c.

***

Entry a
Computed, not measured: an isolated molecule of C3H6O, with the ωB97M-V functional and the def2-TZVPD basis.

Element x y z (Å)
C 1.26 -0.10 -0.15
C -0.18 -0.23 0.48
C -1.32 0.43 -0.09
O -1.06 -0.99 -0.27
H 1.22 0.57 -1.13
H 1.65 -1.14 -0.64
H 1.99 0.37 0.75
H -0.14 -0.52 1.50
H -1.11 1.13 -0.86
H -2.32 0.48 0.40

Calculated values
HOMO (eV): -10.1460
Orbital gap (eV): 11.31

***

Entry b
Computed, not measured: a cluster of 3 separate species, C3H6O in total, with the ωB97M-V functional and the def2-TZVPD basis.

Element x y z (Å)
C 0.30 -0.60 1.12
O -0.43 0.33 0.25
H -2.15 -0.37 0.58
H -0.39 -1.41 1.39
H 0.54 -0.02 2.01
H 1.23 -1.05 0.76
C 0.60 0.75 -0.90
C 0.85 1.03 -2.05
H -1.61 -0.07 -0.14
H 1.06 1.40 -3.03

Calculated values
HOMO (eV): -9.3815
Orbital gap (eV): 9.76

***

Entry c
Computed, not measured: a cluster of 2 separate species, C3H6O in total, with the ωB97M-V functional and the def2-TZVPD basis.

Element x y z (Å)
O 2.34 0.50 0.73
C 1.26 0.65 0.16
C 0.04 0.02 0.59
C -1.19 -0.33 -0.27
H 1.12 1.50 -0.53
H 0.89 -0.69 -0.77
H -0.03 -0.50 1.52
H -0.99 -0.13 -1.34
H -2.00 0.35 0.02
H -1.45 -1.38 -0.11

Calculated values
HOMO (eV): -9.2604
Orbital gap (eV): 8.61

***

The most stable of them is entry a.

***

Entry a
Computed, not measured: an isolated molecule of C3H6O, with the ωB97M-V functional and the def2-TZVPD basis.

Element x y z (Å)
C 1.42 -0.08 1.28
C 0.37 -0.28 0.53
C -0.18 0.38 -0.69
O -1.48 -0.17 -0.93
H 1.88 -0.70 2.04
H 2.12 0.73 0.99
H -0.25 -1.15 0.79
H -0.21 1.46 -0.57
H 0.37 0.14 -1.59
H -2.10 0.55 -1.11

Calculated values
HOMO (eV): -9.8317
Orbital gap (eV): 10.83

***

Entry b
Computed, not measured: an isolated molecule of C3H6O, with the ωB97M-V functional and the def2-TZVPD basis.

Element x y z (Å)
O -0.75 -0.69 -1.48
C -0.19 -0.73 -0.23
C 0.99 0.26 0.11
C -0.30 0.46 0.75
H -1.30 0.07 -1.65
H -0.25 -1.72 0.34
H 1.24 1.06 -0.57
H 1.91 -0.13 0.68
H -0.46 0.30 1.82
H -0.90 1.12 0.22

Calculated values
HOMO (eV): -9.1950
Orbital gap (eV): 10.28

***

The most stable of them is entry a.

***

Entry a
Computed, not measured: an isolated molecule of C6H5N3, with the ωB97M-V functional and the def2-TZVPD basis.

Element x y z (Å)
C -2.07 0.62 0.09
C -2.02 -0.81 0.11
N -0.85 -1.37 -0.12
C 0.27 -0.66 -0.04
C 1.63 -1.16 -0.04
C 2.32 0.07 0.10
N 1.50 1.19 0.04
N 0.22 0.68 -0.11
C -0.90 1.36 -0.14
H -3.03 1.16 0.21
H -2.92 -1.50 0.30
H 1.97 -2.14 -0.03
H 3.37 0.08 0.41
H -0.86 2.39 -0.03

Calculated values
HOMO (eV): -8.3474
Orbital gap (eV): 8.54

***

Entry b
Computed, not measured: a structure of composition C6H5N3, with the ωB97M-V functional and the def2-TZVPD basis.

Element x y z (Å)
C -4.06 -0.55 -0.24
C -2.91 -0.07 -0.23
C -1.40 0.31 0.22
C 0.83 -0.42 -0.28
C 2.61 0.71 -0.02
C 3.02 -0.62 0.03
H -5.19 -0.31 0.01
H -1.40 1.77 -0.07
H -1.40 0.07 1.61
H 3.11 1.74 -0.45
H 3.87 -1.15 0.08
N -0.37 -0.78 -0.18
N 1.31 0.77 -0.35
N 1.98 -1.48 -0.12

Calculated values
HOMO (eV): -9.8212
Orbital gap (eV): 7.85

***

The most stable of them is entry a.